ORCA calculation (ωB97M-V/def2-TZVPD) on N2O4 as an isolated structure.

Net charge: -2
HOMO level (eV): -2.41
HOMO-LUMO gap (Eh): 0.3087

Each line ends with the natural charge from an NBO analysis.
Atoms and positions in Å:
N  -5.4975  -7.6753  -8.5483  0.255
N  5.9165  7.5057  8.9573  0.212
O  -5.9729  -6.6657  -9.9498  -0.854
O  5.6931  7.4959  10.2349  -0.604
O  5.0404  8.1408  8.2287  -0.608
O  -5.1797  -8.8014  -8.9229  -0.402

=====

ORCA calculation (ωB97M-V/def2-TZVPD) on one molecule with the formula N2O5S.

Net charge: 0
HOMO level (eV): -10.84
HOMO-LUMO gap (Eh): 0.3717

Each line ends with the natural charge from an NBO analysis.
Atoms and positions in Å:
N  1.7430  -0.2603  -0.7413  0.345
N  -0.9870  0.9236  0.1428  0.396
O  2.8720  -0.1254  -0.3906  -0.236
O  -1.3565  1.4056  -0.8906  -0.367
O  -0.7637  1.2517  1.2168  -0.273
O  -1.5315  -1.5432  0.7513  -0.835
O  0.8465  -0.7492  0.1784  -0.592
S  -0.8228  -0.9027  -0.2669  1.562

=====

ORCA calculation (ωB97M-V/def2-TZVPD) on one molecule with the formula N2O6.

Net charge: 0
HOMO level (eV): -12.27
HOMO-LUMO gap (Eh): 0.4430

Each line ends with the natural charge from an NBO analysis.
Atoms and positions in Å:
O  -1.2000  -0.9227  0.8005  -0.323
N  -1.5589  -0.0819  0.0783  0.727
O  -2.5170  0.6047  0.0338  -0.320
O  -0.6975  0.3765  -0.9123  -0.135
O  0.5798  -0.3717  -1.0107  -0.232
N  1.6332  0.0782  0.1543  0.762
O  1.2198  0.9155  0.7927  -0.245
O  2.5406  -0.5985  0.0635  -0.235

=====

ORCA calculation (ωB97M-V/def2-TZVPD) on a 2-piece molecular cluster, N4O4 overall.

Net charge: 0
HOMO level (eV): -10.54
HOMO-LUMO gap (Eh): 0.3965

Each line ends with the natural charge from an NBO analysis.
Atoms and positions in Å:
O  -2.7059  0.8780  1.3171  -0.262
N  -1.6006  1.0219  1.1345  0.536
N  -0.6459  1.2136  0.4035  0.053
O  -0.3295  0.6471  1.7692  -0.335
O  2.5099  -1.5458  -0.8340  -0.291
N  1.4875  -1.0444  -1.0084  0.552
N  0.4779  -0.5139  -0.6712  0.033
O  0.8065  -0.6564  -2.1108  -0.287

=====

Asked for energy relative to the best compared isomer or geometry (same formula, charge and spin) across the records above, the calculation gives 12.3; 16.4; 13.2; 103.9 kcal/mol in order.